1 | DFT (ωB97M-V/def2-TZVPD) results for a 2-piece molecular cluster, C2H3NO2 overall.

ORCA input file:
```
! wB97M-V def2-TZVPD RIJCOSX def2/J DEFGRID3
* xyz 0 1
N 1.54 -0.67 -0.39
H -1.87 -1.21 -0.89
O 1.75 -0.95 0.92
H 1.72 -0.19 1.47
C -1.43 0.89 -0.17
C -1.67 -0.17 -0.66
H -1.05 1.89 0.24
O 1.01 0.41 -0.51
*
```

Values from the calculation:
SMILES	O=NO.C#C
LUMO level	0.002	Eh

These are the Mulliken partial charges, in e, on atoms 1 to 5: number 1, N, carries 0.28; number 2, H, carries 0.34; number 3, O, carries -0.31; number 4, H, carries 0.33; number 5, C, carries -0.29

---

2 | DFT (ωB97M-V/def2-TZVPD) results for a 2-piece molecular cluster, C2H3NO2 overall.

ORCA input file:
```
! wB97M-V def2-TZVPD RIJCOSX def2/J DEFGRID3
* xyz 0 1
H 2.16 0.07 -1.12
O 0.88 1.55 -0.17
O 0.33 0.34 -2.07
C 0.13 0.38 -0.09
H -1.53 -0.31 -1.30
C 1.27 0.50 -1.02
H -2.01 1.33 1.73
N -0.79 0.48 -1.25
*
```

Values from the calculation:
LUMO level (alpha / beta)	-0.050 / 0.012	Eh

These are the Mulliken partial charges, in e, on atoms 1 to 5: number 1, H, carries 0.40; number 2, O, carries -0.33; number 3, O, carries -0.22; number 4, C, carries 0.13; number 5, H, carries 0.28

---

3 | DFT (ωB97M-V/def2-TZVPD) results for an isolated molecule of C2H3NO2.

ORCA input file:
```
! wB97M-V def2-TZVPD RIJCOSX def2/J DEFGRID3
* xyz 0 1
H -2.02 0.31 0.40
C 1.25 -0.24 -0.20
O 1.49 -1.23 0.46
H 1.97 0.23 -0.88
O -0.06 1.72 -0.37
C -0.07 0.53 -0.12
H -1.11 -1.16 0.48
N -1.15 -0.18 0.27
*
```

Values from the calculation:
SMILES	NC(=O)C=O
LUMO level	0.000	Eh

These are the Mulliken partial charges, in e, on atoms 1 to 5: number 1, H, carries 0.23; number 2, C, carries 0.06; number 3, O, carries -0.45; number 4, H, carries 0.33; number 5, O, carries -0.57

---

In kJ/mol, relative to the most stable structure: 1 534.0; 2 950.9; 3 0.0.